No. 1
Here is a molecular structure, C38H44N5OReTe from OMol25. Energies are from ωB97M-V/def2-TZVPD.

The total energy comes out at -2169.1685 Eh. For the molecular weight, the calculation gives 900.6 Da. The relative energy (zero: lowest compared OMol25 entry of this formula, charge and spin) is 0.0 kcal/mol. The HOMO energy (alpha / beta) comes out at -12.78 / -13.15 eV. The largest force on an atom is 0.17 eV Å⁻¹. The calculation puts the frontier orbital gap (alpha / beta) at 7.4 / 6.7 eV.

Geometry as ORCA input:
```
! wB97M-V def2-TZVPD RIJCOSX def2/J DEFGRID3
* xyz 2 3
Re 0.3258 -1.8410 0.6435
C 1.6754 -0.7088 -2.2485
C 1.6376 -2.1040 -1.6317
C 2.9521 -2.4933 -0.9779
C 3.8695 -3.0730 -1.8431
C 5.1422 -3.4020 -1.4162
C 5.4749 -3.1849 -0.0958
C 4.5857 -2.6266 0.8216
C 5.0991 -2.5391 2.2424
C 5.8198 -1.2210 2.5425
C 3.3179 -2.2296 0.3549
N 2.2833 -1.6825 1.1850
C 2.4430 -1.2488 2.4250
C 1.2938 -1.0828 3.2136
C 1.0601 -0.7030 4.5328
C -0.3245 -0.7657 4.7248
C -0.8864 -1.1806 3.5234
N 0.0848 -1.3893 2.6021
H 0.7646 -0.4808 -2.8049
H 2.5008 -0.6852 -2.9604
H 1.8430 0.0677 -1.5079
H 1.4914 -2.8132 -2.4525
H 0.6214 -2.3863 -1.1482
H 3.5798 -3.2659 -2.8692
H 5.8529 -3.8485 -2.0973
H 6.4527 -3.4827 0.2619
H 5.8127 -3.3524 2.3754
H 4.3086 -2.7390 2.9679
H 6.6850 -1.1145 1.8883
H 6.1721 -1.1953 3.5731
H 5.1906 -0.3436 2.3719
H 3.4162 -1.0242 2.8263
H 1.8055 -0.4159 5.2567
H -0.8642 -0.5321 5.6270
H -1.9338 -1.2915 3.2789
N -0.1324 -3.8719 1.2257
N -1.4000 -3.2668 0.8654
H 0.0539 -4.7057 0.6744
H -0.1008 -4.1110 2.2157
H -1.9988 -3.1828 1.6843
H -1.8808 -3.8327 0.1714
C -2.5401 4.7142 -5.4000
C -2.3017 3.6050 -4.4184
C -1.3305 3.7098 -3.4329
C -1.0933 2.7046 -2.5011
C -0.0240 2.9364 -1.4717
C -1.8835 1.5565 -2.5893
Te -1.7876 -0.1554 -1.3521
N -0.3205 0.0217 0.0352
C -0.5370 1.0889 0.9223
O -1.6240 1.6242 0.9901
C 0.6292 1.5806 1.6998
C 1.9286 1.4931 1.2096
C 2.9777 2.0524 1.9232
C 2.7301 2.6885 3.1332
C 1.4321 2.7863 3.6188
C 0.3805 2.2460 2.8980
C -3.6470 -0.1317 -0.3621
C -4.0761 -1.4305 -0.0843
C -5.2850 -1.6575 0.5499
C -6.0721 -0.5665 0.8871
C -5.6589 0.7159 0.5654
C -4.4470 0.9802 -0.0758
C -4.1402 2.3996 -0.4611
C -2.8542 1.3883 -3.5922
C -3.7081 0.1530 -3.7385
C -3.0450 2.4320 -4.4844
H -1.8507 5.5407 -5.2433
H -3.5577 5.0953 -5.3064
H -2.4205 4.3560 -6.4229
H -0.7262 4.6075 -3.3808
H -0.4569 3.2299 -0.5156
H 0.6307 3.7440 -1.7927
H 0.5968 2.0528 -1.3187
H 2.1214 1.0079 0.2627
H 3.9844 2.0092 1.5272
H 3.5484 3.1278 3.6883
H 1.2395 3.2988 4.5518
H -0.6387 2.3354 3.2496
H -3.4817 -2.2771 -0.4113
H -5.6191 -2.6657 0.7544
H -7.0226 -0.7144 1.3817
H -6.2985 1.5546 0.8098
H -4.7036 3.0821 0.1725
H -4.4459 2.5818 -1.4943
H -3.0869 2.6378 -0.3659
H -3.1116 -0.7638 -3.7789
H -4.2696 0.1987 -4.6687
H -4.4350 0.0559 -2.9289
H -3.7933 2.3197 -5.2604
*
```

=====

No. 2
Here is a molecular structure, C6H21HgO6 from OMol25. Energies are from ωB97M-V/def2-TZVPD.

The total energy comes out at -845.9277 Eh. For the molecular weight, the calculation gives 389.8 Da. The relative energy (zero: lowest compared OMol25 entry of this formula, charge and spin) is 15.1 kcal/mol. The HOMO energy comes out at -3.28 eV. The largest force on an atom is 3.25 eV Å⁻¹. The calculation puts the frontier orbital gap at 5.6 eV.

Geometry as ORCA input:
```
! wB97M-V def2-TZVPD RIJCOSX def2/J DEFGRID3
* xyz -1 1
Hg 0.0892 0.0931 0.4561
C 0.2465 -4.5968 0.6284
C -0.0191 -3.2397 1.2871
O 0.4830 -2.1382 0.6187
H -0.4104 -4.7032 -0.2404
H 0.0870 -5.4850 1.2451
H 1.2785 -4.6428 0.2705
H 0.4174 -3.2843 2.3022
H -1.0961 -3.0920 1.4595
C 0.3064 4.7416 -0.6514
C 0.6035 3.5306 0.2596
O -0.3670 2.5589 0.1324
H 0.6105 4.4766 -1.6674
H 0.9017 5.6186 -0.3647
H -0.7447 5.0280 -0.6861
H 0.7133 3.8691 1.3079
H 1.5802 3.1429 -0.0955
C -1.0787 -1.2554 -2.4769
C -2.2879 -0.6387 -1.7337
O -1.9951 0.1488 -0.6365
H -0.5337 -2.0396 -1.9490
H -0.4110 -0.4197 -2.6996
H -1.5131 -1.7009 -3.3793
H -3.0018 -1.4192 -1.4177
H -2.8301 -0.0654 -2.5058
O 1.8147 0.7786 1.9081
H 2.7329 0.5022 1.8000
H 1.7855 1.2103 2.7687
O 1.7284 0.3533 -1.2145
H 2.4672 0.9725 -1.2160
H 1.7534 -0.0762 -2.0780
O -0.9603 0.3648 2.5714
H -0.4630 0.8823 3.2106
H -1.8873 0.5253 2.7862
*
```

=====

No. 3
Here is 2 unconnected molecules or ions with the total composition C7H17NO from OMol25. Energies are from ωB97M-V/def2-TZVPD.

The total energy comes out at -406.7471 Eh. For the molecular weight, the calculation gives 131.2 Da. The relative energy (zero: lowest compared OMol25 entry of this formula, charge and spin) is 115.0 kcal/mol. The HOMO energy comes out at -7.09 eV. The largest force on an atom is 5.65 eV Å⁻¹. The calculation puts the frontier orbital gap at 7.8 eV.

Geometry as ORCA input:
```
! wB97M-V def2-TZVPD RIJCOSX def2/J DEFGRID3
* xyz 0 1
C -1.2774 0.1534 -0.1223
C 0.9354 0.0706 -0.0137
C 0.5468 -1.2003 -0.5353
C -2.1980 -1.0361 0.0972
C -1.5901 1.2481 0.8804
C 1.3270 0.2182 1.4328
C 1.3694 1.1838 -0.9277
N 2.3143 -1.5451 -0.6930
O -1.4463 0.6483 -1.4503
H -2.3471 0.9966 -1.5533
H 2.7894 -1.3729 -1.5749
H 2.8363 -1.9912 0.0569
H 0.2474 -1.9710 0.1616
H 0.1986 -1.2629 -1.5566
H -3.2550 -0.7265 0.0569
H -2.0243 -1.5046 1.0692
H -2.0863 -1.7875 -0.6878
H -2.6336 1.5876 0.7738
H -1.4728 0.8997 1.9095
H -0.9654 2.1322 0.7345
H 0.9750 -0.6156 2.0411
H 2.4069 1.4593 -0.7296
H 0.9269 1.1506 1.8408
H 2.4124 0.2822 1.5244
H 1.2645 0.9172 -1.9785
H 0.7461 2.0657 -0.7560
*
```

=====

No. 4
Here is a single C3H10N2 molecule from OMol25. Energies are from ωB97M-V/def2-TZVPD.

The total energy comes out at -229.7222 Eh. The structure (SMILES) is C[C@H](N)CN. For the molecular weight, the calculation gives 74.1 Da. The relative energy (zero: lowest compared OMol25 entry of this formula, charge and spin) is 54.6 kcal/mol. The HOMO energy comes out at -8.95 eV. The largest force on an atom is 5.31 eV Å⁻¹. The calculation puts the frontier orbital gap at 10.1 eV.

Geometry as ORCA input:
```
! wB97M-V def2-TZVPD RIJCOSX def2/J DEFGRID3
* xyz 0 1
C 0.9371 0.3226 -1.5367
C 0.5814 0.1699 -0.1164
N 0.8883 -1.1812 0.1957
C -0.9207 0.5135 0.0380
N -1.4536 0.1379 1.3983
H 2.0782 0.7615 -1.6209
H 0.8780 -0.8786 -1.9616
H 0.0701 0.9797 -2.3077
H 1.2036 1.0342 0.3695
H 1.8668 -1.3538 0.0450
H 0.5632 -1.2864 1.1983
H -1.4835 -0.1223 -0.6012
H -0.9570 1.5984 -0.1927
H -2.4226 -0.3838 1.4557
H -1.4258 0.9192 2.1485
*
```